1.
The following is a quantum chemistry calculation of a 2-piece molecular cluster, C2Cl2F4N2 overall in a non-equilibrium geometry, from the Open Molecules 2025 dataset.

* spin multiplicity: 1
* Kohn-Sham gap (spin up / spin down): 8.51 / 7.97 eV
* energy relative to the best compared isomer or geometry (same formula, charge and spin): 56.37 kcal per mole
* E: -40961.679 eV
* LUMO energy (spin up / spin down): -1.694 / -2.130 eV

Last column: Löwdin charge in e.
CARTESIAN COORDINATES (ANGSTROEM)
Cl1 3.019 0.522 0.976  0.541
Cl2 2.435 -1.339 -1.021  0.525
F1 -2.187 -0.016 1.320  0.152
F2 -2.500 -0.345 -0.788  0.152
F3 0.822 2.161 -0.806  -0.050
F4 -1.303 -1.721 0.345  0.147
N1 2.037 -0.711 0.471  -0.984
N2 -0.355 1.488 -0.615  0.105
C1 -1.589 -0.427 0.194  -0.643
C2 -0.379 0.387 -0.076  0.055


2.
The following is a quantum chemistry calculation of one molecule with the formula C2HNO2S in a non-equilibrium geometry, from the Open Molecules 2025 dataset.

* spin multiplicity: 1
* Kohn-Sham gap: 8.43 eV
* energy relative to the best compared isomer or geometry (same formula, charge and spin): 70.75 kcal per mole
* E: -18507.750 eV
* LUMO energy: -1.111 eV

Last column: Löwdin charge in e.
CARTESIAN COORDINATES (ANGSTROEM)
S1 0.477 1.145 -0.532  0.776
O1 -0.957 0.927 0.223  -0.589
O2 -1.622 -0.765 -1.521  0.162
N1 -4.224 0.375 0.562  0.219
C1 -1.965 -0.138 -0.583  -0.343
C2 -3.268 0.050 0.007  -0.097
H1 1.410 0.699 0.354  -0.129


3.
The following is a quantum chemistry calculation of a 2-piece molecular cluster, C11H14S overall in a non-equilibrium geometry, from the Open Molecules 2025 dataset.

* spin multiplicity: 1
* Kohn-Sham gap: 9.14 eV
* energy relative to the best compared isomer or geometry (same formula, charge and spin): 19.91 kcal per mole
* E: -22466.796 eV
* LUMO energy: 0.851 eV

Last column: Löwdin charge in e.
CARTESIAN COORDINATES (ANGSTROEM)
S1 2.430 1.141 1.175  0.735
C1 1.878 -0.107 -0.034  -0.644
C2 -1.951 1.968 1.760  -0.069
C3 -2.479 2.154 0.476  -0.098
C4 2.085 0.312 -1.400  -0.252
C5 0.915 -2.459 -0.592  -0.095
C6 1.396 -1.289 0.337  -0.191
C7 -1.509 0.699 2.125  -0.110
C8 -2.456 1.111 -0.400  -0.087
C9 2.530 -0.407 -2.411  0.039
C10 -1.660 -0.340 1.304  -0.134
C11 -2.054 -0.188 -0.002  -0.060
H1 -1.967 2.823 2.425  0.101
H2 2.973 1.932 0.145  -0.095
H3 0.427 -3.125 0.195  0.079
H4 2.991 -1.353 -2.162  0.068
H5 -3.085 3.050 0.367  0.105
H6 -1.282 0.513 3.141  0.098
H7 1.240 -1.626 1.332  0.075
H8 1.718 -2.939 -1.194  0.061
H9 0.109 -2.103 -1.323  0.083
H10 2.532 -0.016 -3.380  0.045
H11 -1.392 -1.240 1.748  0.087
H12 -2.858 1.151 -1.357  0.078
H13 1.683 1.287 -1.547  0.087
H14 -2.214 -0.951 -0.731  0.094


4.
The following is a quantum chemistry calculation of a 4-piece molecular cluster, C43H56BrF4N4O2 overall in a non-equilibrium geometry, from the Open Molecules 2025 dataset.

* spin multiplicity: 1
* Kohn-Sham gap: 7.30 eV
* charge: +1
* E: -136453.749 eV
* LUMO energy: -3.344 eV

Last column: Löwdin charge in e.
CARTESIAN COORDINATES (ANGSTROEM)
Br1 0.995 3.630 -3.000  0.775
F1 4.160 -1.945 4.215  0.041
F2 3.397 -0.864 6.058  0.057
F3 1.011 2.704 4.069  -0.082
F4 1.854 -2.006 4.767  0.079
O1 -1.006 -0.417 -0.604  -0.036
O2 -1.478 -2.731 -0.812  0.111
N1 3.466 -1.436 -0.661  0.090
N2 0.140 -5.623 1.028  -0.028
N3 1.151 -1.240 -0.111  0.157
N4 2.940 0.504 0.597  0.131
C1 -3.984 -1.331 3.264  -0.053
C2 4.343 -3.771 -0.757  -0.143
C3 1.549 -6.174 1.144  -0.267
C4 1.876 1.091 1.522  -0.317
C5 1.295 3.215 -1.042  -0.631
C6 0.077 -0.353 0.390  -0.254
C7 4.746 6.500 -5.899  -0.097
C8 3.269 -2.713 -1.393  -0.144
C9 4.103 7.323 -6.819  -0.094
C10 -4.547 -7.387 1.427  -0.095
C11 0.545 1.179 0.670  -0.271
C12 -3.560 2.401 -1.846  -0.097
C13 -4.296 2.461 -3.025  -0.088
C14 2.852 0.132 3.875  -0.053
C15 -4.656 -4.621 1.738  -0.092
C16 -4.118 4.864 -3.017  -0.085
C17 -3.389 4.806 -1.833  -0.090
C18 -4.397 -1.091 0.220  -0.009
C19 1.721 0.063 2.746  -0.103
C20 -3.109 3.575 -1.249  -0.108
C21 -1.756 -1.624 -0.314  -0.315
C22 1.965 6.554 -6.013  -0.091
C23 1.687 3.376 2.998  -0.158
C24 2.496 -0.710 -0.068  -0.171
C25 -5.386 -0.957 2.739  -0.054
C26 -3.646 -5.198 0.972  -0.094
C27 3.026 -1.221 4.721  -0.376
C28 -2.795 -1.570 2.271  -0.028
C29 -5.611 -5.429 2.347  -0.090
C30 3.537 -4.471 0.477  -0.213
C31 2.608 5.735 -5.089  -0.135
C32 3.998 5.710 -5.031  -0.099
C33 -0.745 1.792 1.467  -0.001
C34 -3.589 -6.580 0.821  -0.097
C35 -4.574 3.692 -3.612  -0.084
C36 -2.974 -1.430 0.728  -0.080
C37 -5.560 -6.811 2.188  -0.095
C38 2.531 -5.624 -0.003  -0.200
C39 -5.581 -0.858 1.200  -0.039
C40 2.713 7.351 -6.874  -0.093
C41 2.540 2.469 2.009  -0.085
C42 0.781 4.506 -0.245  -0.139
C43 0.550 1.850 -0.766  -0.198
H1 -0.397 -0.830 1.333  0.137
H2 0.919 4.067 2.482  0.105
H3 4.499 5.072 -4.310  0.096
H4 1.098 -2.171 0.333  0.136
H5 -2.798 -7.029 0.230  0.098
H6 -6.217 -0.776 3.496  0.100
H7 2.212 7.995 -7.590  0.102
H8 0.945 1.070 -1.527  0.126
H9 -4.615 -0.997 -0.896  0.108
H10 -3.338 1.441 -1.392  0.079
H11 -4.689 -3.544 1.860  0.052
H12 -4.332 5.824 -3.475  0.105
H13 -0.664 2.911 1.647  0.074
H14 2.255 -3.208 -1.272  0.110
H15 1.560 4.821 0.545  0.074
H16 2.024 5.116 -4.412  -0.066
H17 0.158 -4.628 0.758  0.029
H18 5.829 6.475 -5.857  0.100
H19 1.943 -6.008 2.212  0.113
H20 2.432 4.110 3.496  0.142
H21 -0.280 4.436 0.162  0.074
H22 3.170 -6.523 -0.335  0.123
H23 4.285 -4.946 1.212  0.124
H24 3.564 2.313 2.532  0.129
H25 4.442 -1.086 -0.610  0.177
H26 4.602 -4.572 -1.532  0.125
H27 -6.398 -4.981 2.946  0.100
H28 0.769 5.380 -1.002  0.071
H29 4.685 7.941 -7.493  0.102
H30 2.431 3.036 -0.971  0.092
H31 -1.734 -1.825 2.633  0.093
H32 -6.642 -0.604 0.841  0.104
H33 -0.551 2.020 -1.084  0.114
H34 1.900 -5.277 -0.890  0.110
H35 -5.145 3.737 -4.532  0.105
H36 -2.901 -4.569 0.494  0.075
H37 3.479 -2.585 -2.521  0.147
H38 5.241 -3.199 -0.350  0.108
H39 1.420 -7.319 1.045  0.119
H40 -2.538 3.529 -0.326  0.074
H41 0.881 6.572 -6.060  0.101
H42 -3.038 5.721 -1.366  0.103
H43 -3.754 -1.423 4.381  0.100
H44 2.848 3.167 1.138  0.118
H45 3.861 0.276 3.325  0.123
H46 3.815 0.362 1.135  0.145
H47 2.767 1.014 4.593  0.137
H48 1.620 -1.038 2.473  0.120
H49 2.921 -3.668 1.034  0.098
H50 -1.635 1.657 0.739  0.093
H51 -0.309 -5.649 1.962  0.073
H52 0.730 0.343 3.276  0.131
H53 -4.505 -8.464 1.306  0.101
H54 -4.654 1.547 -3.488  0.102
H55 -6.309 -7.439 2.659  0.102
H56 -1.019 1.195 2.397  0.093


5.
The following is a quantum chemistry calculation of C4H14N2O2 as an isolated structure in a non-equilibrium geometry, from the Open Molecules 2025 dataset.

* spin multiplicity: 1
* Kohn-Sham gap: 4.00 eV
* energy relative to the best compared isomer or geometry (same formula, charge and spin): 213.24 kcal per mole
* E: -11441.443 eV
* LUMO energy: -4.394 eV

Last column: Löwdin charge in e.
CARTESIAN COORDINATES (ANGSTROEM)
O1 -2.018 0.765 -2.221  -0.307
O2 -2.069 -0.809 -0.338  -0.190
N1 2.283 0.165 0.624  0.267
N2 -0.850 2.136 0.125  0.044
C1 0.912 0.612 0.471  -0.320
C2 1.297 -2.250 1.573  -0.039
C3 0.582 -2.529 0.418  -0.010
C4 0.605 1.994 -0.059  -0.235
H1 -2.862 -0.864 0.136  -0.039
H2 -1.188 3.142 0.228  0.121
H3 -1.811 0.528 -3.097  -0.065
H4 0.893 1.937 -1.080  0.109
H5 0.683 -2.003 2.414  0.052
H6 0.375 0.545 1.444  0.127
H7 0.990 -2.628 -0.524  0.037
H8 -0.438 -2.430 0.319  0.006
H9 -2.256 -0.011 -1.212  -0.003
H10 -1.384 1.684 -0.682  0.052
H11 1.244 2.651 0.487  0.110
H12 0.191 0.010 -0.209  0.131
H13 2.436 -0.143 -0.353  0.083
H14 2.383 -2.498 1.538  0.069


6.
The following is a quantum chemistry calculation of an isolated ion of composition C4H11N2O and charge +1 in a non-equilibrium geometry, from the Open Molecules 2025 dataset.

* spin multiplicity: 1
* Kohn-Sham gap: 10.73 eV
* energy relative to the best compared isomer or geometry (same formula, charge and spin): 82.88 kcal per mole
* charge: +1
* E: -9345.263 eV
* LUMO energy: -3.397 eV

Last column: Löwdin charge in e.
CARTESIAN COORDINATES (ANGSTROEM)
O1 0.439 1.420 0.182  -0.188
N1 0.130 -2.080 0.795  -0.057
N2 -1.122 -0.420 -0.386  0.103
C1 1.050 -1.019 0.690  -0.024
C2 0.261 0.218 -0.468  -0.223
C3 -1.150 -1.621 0.705  -0.148
C4 0.075 2.665 -0.433  -0.062
H1 -1.902 -2.346 0.516  0.128
H2 -1.929 0.299 -0.197  0.218
H3 0.167 -2.834 0.088  0.158
H4 -1.367 -0.885 -1.286  0.175
H5 2.042 -1.330 0.372  0.118
H6 0.649 0.247 -1.552  0.177
H7 -1.551 -1.143 1.626  0.147
H8 0.797 2.877 -1.223  0.085
H9 -0.033 3.460 0.416  0.133
H10 1.029 -0.364 1.610  0.138
H11 -1.010 2.573 -0.954  0.123